ORCA calculation (ωB97M-V/def2-TZVPD) on 16 unconnected molecules or ions with the total composition C37H106O16 at a distorted geometry.

Geometry as XYZ:
```
159
Properties=species:S:1:pos:R:3
C -0.644 1.910 0.045
C 0.295 0.835 -0.395
C 0.096 -0.539 0.234
O 0.115 0.803 -1.764
H -0.316 2.892 -0.297
H -0.616 1.956 1.134
H -1.655 1.768 -0.335
H 1.287 1.157 -0.078
H -0.942 -0.820 0.055
H 0.335 -0.535 1.297
H 0.663 -1.328 -0.260
H -0.646 0.267 -1.998
C 0.785 5.587 3.251
C 0.535 6.527 2.044
C -0.712 6.029 1.251
O 0.316 7.866 2.485
H 1.151 4.614 2.921
H -0.067 5.500 3.925
H 1.637 6.027 3.769
H 1.353 6.512 1.325
H -1.585 5.957 1.900
H -0.611 5.019 0.854
H -1.050 6.741 0.498
H 1.192 8.228 2.638
C 0.650 -4.999 -1.268
C 0.926 -5.572 -2.686
C 0.747 -7.107 -2.757
O 0.137 -4.928 -3.642
H 1.125 -5.585 -0.481
H -0.417 -5.199 -1.170
H 0.792 -3.921 -1.196
H 1.961 -5.371 -2.964
H -0.133 -7.304 -2.145
H 1.564 -7.673 -2.309
H 0.573 -7.473 -3.768
H 0.296 -3.994 -3.484
C -3.902 -0.663 -2.103
C -2.743 -1.648 -2.276
C -3.192 -2.813 -3.206
O -1.597 -1.031 -2.877
H -4.834 -1.119 -1.769
H -4.165 -0.233 -3.069
H -3.638 0.157 -1.434
H -2.618 -2.140 -1.312
H -2.404 -3.548 -3.366
H -3.523 -2.466 -4.185
H -4.005 -3.389 -2.763
H -1.851 -0.592 -3.692
C 4.361 -4.772 3.068
C 3.445 -3.540 2.878
C 2.358 -3.806 1.845
O 2.883 -3.256 4.105
H 3.894 -5.576 3.637
H 5.219 -4.498 3.681
H 4.690 -5.180 2.112
H 4.017 -2.727 2.430
H 1.720 -2.947 1.636
H 1.696 -4.646 2.057
H 2.796 -3.984 0.863
H 2.276 -3.944 4.386
C 4.656 -1.477 -0.607
C 3.476 -1.353 -1.617
O 2.959 -2.642 -1.789
H 5.489 -2.117 -0.898
H 4.274 -1.802 0.361
H 5.181 -0.527 -0.509
H 3.848 -0.987 -2.573
H 2.665 -0.754 -1.205
H 2.385 -2.667 -2.557
C -4.100 -0.542 1.233
C -3.953 -0.259 2.771
O -3.748 1.129 2.854
H -4.991 -0.025 0.875
H -4.300 -1.577 0.956
H -3.248 -0.197 0.648
H -3.110 -0.735 3.272
H -4.867 -0.540 3.295
H -4.555 1.622 2.688
C 3.121 0.354 2.270
C 2.651 1.698 2.955
O 3.443 2.802 2.485
H 3.084 0.532 1.195
H 2.579 -0.575 2.448
H 4.160 0.150 2.528
H 2.762 1.525 4.026
H 1.610 1.887 2.694
H 4.223 2.899 3.037
C 3.080 2.295 -3.976
C 1.586 2.623 -4.281
O 0.863 3.185 -3.183
H 3.601 1.794 -4.791
H 3.232 1.652 -3.109
H 3.634 3.188 -3.687
H 1.112 1.665 -4.495
H 1.370 3.285 -5.120
H 0.510 2.412 -2.736
C 2.526 -2.402 -5.086
C 1.273 -1.654 -4.685
O 0.761 -2.242 -3.535
H 3.320 -2.407 -4.341
H 2.942 -1.861 -5.936
H 2.271 -3.416 -5.395
H 0.483 -1.714 -5.433
H 1.452 -0.600 -4.475
H -0.073 -1.825 -3.308
C -1.598 -3.526 1.208
C -2.718 -4.538 0.909
O -3.206 -5.110 2.120
H -0.772 -4.057 1.680
H -1.928 -2.648 1.764
H -1.169 -3.061 0.320
H -2.358 -5.340 0.265
H -3.544 -4.028 0.413
H -4.003 -4.649 2.394
C -2.718 2.452 -4.089
C -2.145 1.793 -5.306
O -2.092 0.404 -5.130
H -2.233 2.162 -3.156
H -3.764 2.164 -3.986
H -2.680 3.540 -4.137
H -1.120 2.126 -5.471
H -2.741 2.000 -6.195
H -2.061 -0.018 -5.992
C 3.237 5.077 0.159
C 2.990 3.843 -0.694
O 3.846 2.842 -0.214
H 2.773 5.987 -0.223
H 4.302 5.275 0.279
H 2.873 4.980 1.181
H 3.261 4.020 -1.735
H 1.959 3.492 -0.728
H 3.589 2.790 0.709
C -4.271 3.703 -1.003
C -5.564 3.246 -1.642
O -6.427 2.718 -0.704
H -3.498 3.983 -1.719
H -3.894 2.914 -0.352
H -4.428 4.613 -0.424
H -5.433 2.439 -2.364
H -5.999 4.054 -2.230
H -7.263 2.465 -1.102
C -0.123 -1.547 4.416
C 0.622 -1.222 5.689
O 1.924 -0.753 5.356
H -1.098 -1.946 4.695
H 0.364 -2.332 3.838
H -0.360 -0.634 3.869
H 0.610 -2.091 6.346
H 0.184 -0.397 6.252
H 2.330 -1.484 4.884
C -0.783 2.220 4.752
C -2.015 1.991 5.638
O -1.613 2.363 6.927
H -0.656 3.301 4.690
H -0.960 1.946 3.712
H 0.119 1.714 5.099
H -2.245 0.926 5.638
H -2.908 2.506 5.281
H -2.252 2.047 7.571
```

Values from the calculation:
E_HOMO: -9.41 eV
Strongest force on any atom: 0.057 hartree/bohr
LUMO energy: 0.17 eV
Electronic energy: -72844.9019 eV

Mulliken population analysis, charges in e, atoms 1 to 4:
1 C -0.481
2 C 2.438
3 C 0.674
4 O 1.496

=====

ORCA calculation (ωB97M-V/def2-TZVPD) on 9 unconnected molecules or ions with the total composition C20H59BF4N3O11 at a distorted geometry.

Geometry as XYZ:
```
98
Properties=species:S:1:pos:R:3
B -0.445 -0.611 -0.105
F 0.437 -1.707 -0.165
F -0.748 -0.316 1.220
F 0.223 0.527 -0.666
F -1.575 -0.906 -0.872
C -3.779 -0.863 3.855
C -2.466 -1.515 4.216
O -2.605 -2.923 4.221
O -3.823 0.550 4.007
H -4.550 -1.359 4.461
H -4.112 -1.062 2.832
H -2.192 -1.249 5.247
H -1.613 -1.209 3.607
H -2.202 -3.309 3.430
H -4.058 0.724 4.923
C 4.974 0.458 -1.158
C 3.800 0.213 -0.259
O 2.766 1.193 -0.470
O 4.578 0.508 -2.543
H 5.687 -0.365 -1.131
H 5.446 1.414 -0.905
H 4.168 0.240 0.774
H 3.279 -0.727 -0.443
H 1.943 0.683 -0.505
H 4.198 1.375 -2.711
C -5.227 -1.374 -1.175
C -4.915 -1.044 -2.601
O -4.102 0.131 -2.659
O -6.038 -2.569 -1.194
H -5.776 -0.557 -0.693
H -4.326 -1.535 -0.580
H -5.797 -0.898 -3.230
H -4.352 -1.847 -3.089
H -3.234 -0.077 -3.018
H -6.359 -2.692 -0.297
C -2.019 -3.878 0.902
O -1.132 -3.220 1.808
H -2.921 -3.244 0.809
H -1.577 -3.947 -0.089
H -2.471 -4.787 1.295
H -0.709 -2.519 1.294
C -0.204 -1.771 -3.661
O -1.505 -2.077 -3.216
H 0.535 -2.523 -3.349
H -0.160 -1.709 -4.751
H 0.188 -0.819 -3.282
H -1.593 -1.647 -2.350
C 7.916 -4.144 1.385
C 6.994 -2.938 1.226
C 5.598 -3.247 1.683
O 4.688 -2.299 1.178
C 3.426 -2.396 1.822
N 7.546 -1.767 1.929
H 8.037 -4.352 2.452
H 8.908 -3.917 0.989
H 7.582 -5.045 0.870
H 6.958 -2.708 0.151
H 5.501 -3.366 2.772
H 5.319 -4.247 1.306
H 3.498 -2.617 2.895
H 2.872 -3.238 1.389
H 2.890 -1.459 1.719
H 8.005 -1.112 1.304
H 6.751 -1.206 2.234
C -0.559 2.420 3.370
C -1.653 3.134 2.562
C -0.984 4.119 1.627
O -1.963 4.963 1.018
C -1.366 6.054 0.382
N -2.467 2.184 1.763
H -0.067 1.647 2.775
H -1.036 1.942 4.227
H 0.257 3.096 3.645
H -2.372 3.668 3.185
H -0.495 3.571 0.811
H -0.251 4.751 2.147
H -2.168 6.685 -0.008
H -0.748 5.757 -0.479
H -0.751 6.652 1.070
H -1.827 1.520 1.338
H -2.931 1.639 2.495
C 0.078 3.326 -2.614
C -1.458 3.274 -2.443
C -2.066 2.788 -3.756
O -1.839 1.406 -3.921
C -2.287 0.976 -5.171
N -1.793 2.411 -1.266
H 0.533 3.564 -1.647
H 0.400 4.055 -3.362
H 0.483 2.351 -2.898
H -1.710 4.325 -2.255
H -1.610 3.303 -4.613
H -3.139 3.033 -3.738
H -1.742 1.502 -5.970
H -3.352 1.205 -5.319
H -2.175 -0.100 -5.287
H -0.875 2.082 -0.973
H -2.189 1.598 -1.735
```

Values from the calculation:
Charge: -1
E_HOMO: -5.75 eV
Strongest force on any atom: 0.039 hartree/bohr
LUMO energy: 2.62 eV
Electronic energy: -60241.3652 eV

Mulliken population analysis, charges in e, atoms 1 to 4:
1 B 0.253
2 F -0.464
3 F -0.059
4 F 0.107